Entry from the Open Molecules 2025 dataset: a cluster of 9 separate species, C20H44F12N9O26S12 in total in a non-equilibrium geometry (ωB97M-V/def2-TZVPD).

```
123
Properties=species:S:1:pos:R:3:forces:R:3
C 10.945100 -7.589380 -20.210280 -1.0 -0.2 1.0
C 11.501270 -7.231200 -18.905600 1.5 3.0 1.6
O 11.058270 -6.376730 -18.154620 0.5 -2.0 -0.7
N 12.931750 -7.787260 -18.565900 -3.9 0.6 0.5
H 13.368150 -8.038950 -19.441280 0.3 -1.1 -0.7
H 13.516350 -7.040630 -18.218200 0.0 1.2 0.3
C 12.976170 -8.855310 -17.419180 2.4 1.0 -2.7
H 9.969730 -7.104920 -20.255640 0.2 0.2 -0.2
H 10.720980 -8.642560 -20.040920 0.4 -0.5 -1.2
H 11.599170 -7.232470 -21.005840 0.1 -0.7 -0.2
H 12.141210 -8.826250 -16.719110 0.3 -0.1 -0.5
H 13.957830 -8.493980 -17.112780 -0.3 -0.8 1.7
H 13.267220 -9.718210 -18.018170 -1.0 -0.8 0.8
C 5.906480 -5.581400 -19.929780 -0.6 1.4 0.3
C 6.438020 -4.414770 -18.932790 -0.2 -2.7 -0.3
C 5.321020 -4.036990 -17.914870 -1.0 0.0 -1.9
C 5.653600 -3.040690 -16.822250 1.4 -1.5 -0.7
C 6.788710 -3.673660 -16.002380 -0.2 -0.1 -0.3
C 7.931330 -4.483670 -16.760650 0.1 0.9 1.8
N 7.439490 -5.173280 -18.066500 3.3 -0.8 -1.3
O 8.371760 -5.871300 -18.861300 -2.9 2.4 3.1
C 8.408230 -5.483720 -15.673050 -0.6 -1.3 -1.2
C 9.088700 -3.520860 -17.183340 0.4 -1.6 -0.3
C 7.096290 -3.267150 -19.687740 -0.4 0.5 -0.2
H 5.768800 -6.556430 -19.462370 0.0 0.2 0.3
H 6.417000 -5.744080 -20.878990 0.9 0.3 0.4
H 4.948510 -5.198520 -20.281620 -0.3 -0.2 0.2
H 4.731970 -4.911390 -17.638200 0.8 -0.5 0.7
H 4.529470 -3.587870 -18.514740 0.1 0.5 -0.5
H 4.748580 -3.019910 -16.215120 0.2 1.0 0.0
H 5.991080 -2.154170 -17.359180 -0.5 0.5 0.6
H 6.243790 -4.238880 -15.246270 0.3 -0.9 -0.2
H 7.367510 -3.001410 -15.369000 0.0 0.5 -0.4
H 9.165140 -6.146810 -16.091990 0.7 0.4 0.4
H 7.624060 -6.201850 -15.433300 -0.5 0.1 -0.3
H 8.609900 -5.050210 -14.693510 0.6 0.6 -0.5
H 9.889410 -4.174730 -17.528930 -0.1 -0.1 -0.9
H 9.673840 -3.110040 -16.360580 -1.0 0.6 0.5
H 8.776560 -2.831480 -17.967830 0.4 0.1 0.4
H 6.566660 -3.179660 -20.636390 0.0 0.1 0.0
H 8.154880 -3.348960 -19.934320 0.0 -0.5 0.0
H 6.975010 -2.319270 -19.163410 0.0 0.0 0.0
C 12.011790 -9.359440 -13.297670 -1.6 -0.5 -0.5
C 10.479360 -9.230450 -13.559460 -0.9 1.2 2.5
C 9.835220 -8.953490 -12.074760 -0.4 0.1 -1.8
N 8.295200 -8.928290 -12.034840 -0.7 -1.8 0.0
C 7.687350 -8.077940 -13.137720 0.5 0.4 0.8
C 7.750660 -8.578410 -10.589480 3.7 1.3 -1.7
C 6.434750 -9.083660 -10.479870 -3.5 -1.1 -1.3
C 6.483490 -10.438450 -11.242690 1.0 -0.4 0.3
C 7.710540 -10.380920 -12.239960 -0.2 0.8 1.3
H 12.153980 -10.352810 -12.872120 0.4 0.2 0.4
H 12.215580 -8.531230 -12.618970 0.7 -0.2 0.1
H 12.629470 -9.316760 -14.194750 -0.2 0.2 0.0
H 9.897360 -10.049500 -13.982000 0.6 -0.2 -0.3
H 10.232870 -8.307760 -14.084820 0.2 -0.2 -0.4
H 10.071640 -7.940250 -11.749880 0.5 -0.1 0.2
H 10.154220 -9.724850 -11.373800 0.0 0.2 0.1
H 8.253880 -7.156610 -13.273000 0.3 -0.1 0.2
H 6.698890 -7.759520 -12.806590 -0.2 -0.4 -0.3
H 7.703230 -8.631660 -14.076460 -0.2 0.0 0.2
H 7.839670 -7.497450 -10.481270 0.2 0.0 0.1
H 8.425350 -9.102710 -9.912720 0.2 0.2 -0.1
H 5.698780 -8.443760 -10.966680 0.0 0.2 0.0
H 6.117810 -9.150500 -9.439110 0.0 -0.3 -0.1
H 5.581980 -10.812980 -11.727560 -0.1 0.4 0.2
H 6.754510 -11.124080 -10.439840 -0.1 -0.6 -0.3
H 7.537180 -10.578010 -13.297880 -0.3 0.3 0.1
H 8.463640 -11.093020 -11.902550 0.1 0.2 -0.1
N 8.311110 -11.027730 -22.921940 1.0 -3.1 -2.3
S 8.948290 -12.626100 -23.173860 0.8 -5.6 -5.9
O 8.547030 -13.672860 -22.234320 0.9 2.9 -0.8
O 10.193630 -12.753520 -23.948110 -1.9 1.6 3.2
F 8.000200 -12.968360 -24.441590 -0.7 0.8 1.1
S 8.769650 -10.963710 -21.497960 1.8 5.3 6.8
O 10.197250 -11.219490 -21.151430 -3.0 0.3 -1.1
O 7.844440 -11.477680 -20.517440 0.5 -0.3 -0.7
F 8.557160 -9.352500 -21.330040 0.6 -1.9 -0.2
N 11.883160 -2.683610 -21.850280 -1.4 6.1 -2.4
S 11.229400 -3.991320 -21.825320 -1.2 -10.9 2.4
O 10.895750 -4.739390 -23.071250 0.1 2.2 2.9
O 10.357910 -4.126250 -20.610300 0.8 -0.4 -2.8
F 12.557950 -4.805110 -21.337410 -0.8 0.3 -0.2
S 10.484180 -1.856210 -22.406060 -0.1 4.8 -2.1
O 9.345430 -1.622510 -21.561760 0.1 -1.7 0.6
O 10.153980 -1.847830 -23.833370 1.3 -1.1 2.1
F 11.165120 -0.453020 -22.192640 0.9 0.6 -0.3
N 13.861450 -8.828670 -20.964710 2.5 1.9 -2.0
S 13.699910 -10.211480 -21.536340 -2.1 -8.5 1.4
O 14.877500 -11.066760 -21.493570 -0.6 1.5 -1.0
O 12.698100 -10.450430 -22.525570 0.2 0.5 -0.8
F 12.932800 -10.734460 -20.298380 -1.2 -0.8 2.1
S 14.839540 -8.386010 -22.218030 0.8 5.5 -3.0
O 14.584220 -8.839110 -23.599100 0.3 0.0 3.0
O 16.184040 -8.046150 -21.901310 -0.1 -0.9 0.6
F 14.113640 -6.968880 -22.206570 0.2 0.7 -0.6
N 14.686780 -6.091700 -17.364350 -4.2 -1.5 5.0
S 16.063680 -5.588450 -17.508960 9.9 2.4 -5.3
O 17.189870 -6.356320 -16.912510 -2.9 1.8 -0.2
O 16.226800 -4.143880 -17.674290 -0.4 -2.2 0.9
F 16.129820 -6.125480 -19.041920 0.3 0.4 0.2
S 14.614710 -6.120870 -15.699070 -3.3 0.4 3.6
O 14.981640 -4.889420 -14.973510 -0.4 -2.2 -2.1
O 14.864390 -7.369090 -15.010410 0.0 1.3 -1.6
F 12.947110 -6.066850 -15.699520 1.3 0.0 0.0
N 7.366220 -8.255070 -16.769400 -5.2 1.5 0.1
S 8.241940 -9.441960 -16.943040 8.9 -5.1 0.9
O 8.903280 -9.650740 -18.215520 -2.3 -0.5 0.4
O 7.979050 -10.561480 -16.000310 0.0 2.0 -2.3
F 9.583150 -8.771880 -16.276680 -0.7 0.3 0.8
S 5.886320 -8.977440 -16.977700 -3.6 0.0 2.3
O 5.280540 -9.736740 -15.818840 2.1 2.5 -3.3
O 5.682680 -9.464320 -18.311590 0.3 0.1 0.9
F 5.063410 -7.578690 -16.955600 0.4 -0.5 0.1
N 13.685870 -12.825910 -14.741900 -6.2 -1.3 0.7
S 12.156520 -12.526560 -15.418720 -2.7 -3.2 -0.2
O 11.447690 -13.646790 -16.034340 1.9 1.2 1.1
O 11.876440 -11.262090 -16.007980 0.8 0.8 -0.1
F 11.464110 -12.399320 -14.044440 -0.9 0.0 1.9
S 14.427150 -12.155570 -15.833170 7.7 2.5 -7.0
O 14.846740 -10.806720 -15.567410 -1.6 0.8 -0.3
O 14.277650 -12.563220 -17.277240 -1.0 1.0 3.8
F 15.795560 -12.805310 -15.507090 1.8 -1.7 0.4
```
Forces are in eV/Å.

Calculated values
<S²>: 1.772
Energy (a.u.): -9213.493243
Total charge: -2
Largest force on an atom (eV Å⁻¹): 11.507
Multiplicity: 2
HOMO-LUMO gap (alpha / beta) (eV): 3.356 / 3.868


Entry from the Open Molecules 2025 dataset: an isolated molecule of C6H7N in a non-equilibrium geometry (ωB97M-V/def2-TZVPD).

```
14
Properties=species:S:1:pos:R:3:forces:R:3
N -1.696123 -2.692894 -1.920474 0.6 0.6 0.6
C -1.000532 -1.979721 -1.332687 -0.6 -0.6 -0.5
C -0.129703 -1.028517 -0.645483 0.1 0.1 0.0
C -0.776511 -0.387420 0.596004 0.0 0.0 0.0
C 0.072381 0.685162 1.220481 0.0 -0.1 0.1
C 0.898718 1.562142 0.584261 -0.2 -0.2 -0.3
C 0.986768 1.620653 -0.843497 0.4 0.3 0.6
H 0.817247 -1.512916 -0.377547 -0.2 0.0 0.0
H -1.731206 0.074317 0.305752 0.1 -0.1 0.0
H -1.020132 -1.153874 1.342179 0.1 0.2 -0.1
H 0.023853 0.727125 2.310385 0.1 0.0 -0.2
H 1.504657 2.201806 1.232351 -0.1 0.0 -0.1
H 0.108316 -0.207140 -1.337473 0.0 -0.3 0.0
H 1.942268 2.091279 -1.134254 -0.1 0.0 0.0
```
Forces are in eV/Å.

Calculated values
Energy (a.u.): -287.410104
Largest force on an atom (eV Å⁻¹): 1.069
HOMO-LUMO gap (alpha / beta) (eV): 7.351 / 7.633


Entry from the Open Molecules 2025 dataset: a cluster of 2 separate species, C3H8O2 in total (ωB97M-V/def2-TZVPD).

```
13
Properties=species:S:1:pos:R:3:forces:R:3
C -1.238206 -1.166783 -0.886652 0.7 0.1 0.0
C -0.492420 -0.718717 0.126482 -0.5 0.1 -0.3
C -1.052534 0.087682 1.242229 0.2 0.6 0.1
O 0.871921 -0.851791 0.175370 0.0 -0.1 0.0
H -2.283497 -0.951659 -0.978933 -0.3 0.0 0.3
H -0.776265 -1.642583 -1.739127 0.1 -0.2 -0.1
H -2.099648 0.253038 1.046837 -0.3 0.1 0.0
H -0.953652 -0.301578 2.243919 0.1 -0.7 0.2
H -0.553393 1.053754 1.317938 0.0 0.1 -0.4
H 1.146496 -1.396622 -0.573071 0.0 0.0 0.1
O 1.385416 2.189172 -0.485239 0.2 -0.3 -0.8
H 1.630503 2.463280 -1.382173 -0.1 0.3 0.4
H 1.442089 1.225889 -0.574105 -0.1 0.0 0.5
```
Forces are in eV/Å.

Calculated values
Energy (a.u.): -269.559009
Largest force on an atom (eV Å⁻¹): 0.854
HOMO-LUMO gap (eV): 9.768


Entry from the Open Molecules 2025 dataset: a cluster of 2 separate species, C14H26BF4NO5S in total in a non-equilibrium geometry (ωB97M-V/def2-TZVPD).

```
52
Properties=species:S:1:pos:R:3:forces:R:3
C -0.421220 0.271919 2.469841 -0.2 0.4 0.1
B 0.898268 0.791270 1.806732 -0.4 0.1 0.0
O 1.699772 1.652576 2.546373 -0.2 -0.7 0.4
C 1.339119 0.396332 0.324944 0.4 -0.7 0.0
C 1.619295 1.679190 -0.478650 -0.2 0.0 0.3
C 0.425822 2.627679 -0.609919 0.3 0.4 -0.3
C -0.513449 2.338226 -1.777769 -0.3 0.0 0.2
F -1.787296 2.067547 -1.301027 -0.1 -0.1 0.1
C 0.315657 -0.468300 -0.435267 0.5 0.3 0.0
C 0.283197 -1.976606 -0.111836 -1.0 0.1 0.1
C -1.132089 -2.410123 0.356302 0.1 0.1 0.1
C 0.605328 -2.769970 -1.385076 -0.2 0.2 0.0
N 1.233710 -2.333208 0.971296 0.5 -0.3 -1.0
O 1.174695 -3.551741 1.343954 -0.2 0.0 0.4
C 2.619110 -1.806421 0.936823 0.6 0.3 0.7
C 3.563506 -2.697436 0.128183 0.2 0.1 -0.1
C 3.108232 -1.834697 2.401040 -0.4 -0.1 -0.2
C 2.686366 -0.361063 0.412504 -0.5 0.1 -0.2
H -1.293041 0.357236 1.819690 0.0 0.0 -0.1
H -0.653689 0.781033 3.404538 0.1 0.0 0.0
H -0.322457 -0.793579 2.699366 0.1 -0.1 -0.1
H 2.601439 1.327103 2.581824 0.4 0.5 -0.3
H 1.965191 1.404391 -1.481189 0.0 -0.1 0.0
H 2.458755 2.189649 -0.002643 0.0 0.1 0.0
H 0.809685 3.640222 -0.742386 0.0 0.1 0.1
H -0.185930 2.659867 0.291901 0.0 -0.1 0.1
H -0.216158 1.463862 -2.352466 0.2 0.0 -0.1
H -0.616619 3.198837 -2.434273 0.1 0.0 -0.1
H -0.667012 -0.021337 -0.311765 -0.1 -0.1 -0.1
H 0.554949 -0.375235 -1.497505 0.0 0.0 -0.1
H -1.573925 -3.106945 -0.352615 0.0 -0.1 0.0
H -1.807285 -1.562210 0.427220 0.0 0.1 0.0
H -1.093146 -2.890830 1.328807 0.0 -0.1 0.0
H -0.193626 -2.556537 -2.095692 0.0 0.0 -0.1
H 0.595800 -3.838460 -1.183925 0.2 -0.1 0.0
H 1.536809 -2.450777 -1.848379 0.1 -0.1 0.0
H 3.485946 -2.527967 -0.944087 -0.1 -0.1 0.0
H 4.584199 -2.427401 0.406924 0.0 0.0 0.0
H 3.423369 -3.750176 0.356382 -0.1 -0.1 0.0
H 4.007209 -1.231998 2.508927 0.1 0.0 0.0
H 2.323592 -1.440191 3.048355 0.1 0.1 0.1
H 3.317045 -2.856336 2.706656 0.0 0.0 0.1
H 3.346790 0.205965 1.070743 0.2 0.0 -0.1
H 3.154494 -0.340276 -0.575010 0.0 -0.1 -0.1
C -5.443889 2.272490 -1.496002 -0.1 0.1 -0.1
F -4.585171 2.682642 -0.551629 0.1 0.0 0.1
F -4.720993 1.676844 -2.457975 0.1 -0.1 -0.1
F -6.213187 1.319963 -0.940656 -0.1 -0.1 0.1
S -6.450001 3.670277 -2.162464 0.1 -0.1 0.0
O -5.432187 4.548536 -2.698774 0.0 0.1 0.0
O -7.130749 4.148914 -0.978909 0.0 0.1 0.0
O -7.284228 3.007251 -3.141434 0.0 0.0 0.0
```
Forces are in eV/Å.

Calculated values
<S²>: 0.754
Energy (a.u.): -1802.585999
Total charge: -1
Largest force on an atom (eV Å⁻¹): 1.206
Multiplicity: 2
HOMO-LUMO gap (alpha / beta) (eV): 7.347 / 7.292


Entry from the Open Molecules 2025 dataset: the ion C11H23N2 with charge +1 in a non-equilibrium geometry (ωB97M-V/def2-TZVPD).

```
36
Properties=species:S:1:pos:R:3:forces:R:3
C 2.918606 -1.297499 0.134022 -2.1 -2.3 -1.2
C 1.610391 -0.720525 0.757606 0.5 -0.7 -5.6
C 0.684836 -1.827349 0.366389 -1.5 -1.1 2.1
C -0.592341 -1.745517 0.058018 -0.2 1.8 0.4
N -1.438077 -0.503252 -0.013362 3.9 -1.5 -1.9
C -2.662545 -0.750266 0.743264 -0.3 2.1 0.4
C -1.801178 -0.449018 -1.484456 -1.7 0.7 1.8
C -0.449080 0.765239 0.401080 -0.8 -0.8 -1.0
C -0.418967 0.931119 1.914662 -4.2 2.5 -2.3
C -1.084881 1.946454 -0.340622 3.1 1.6 0.8
C 1.076131 0.508715 -0.071791 -3.0 -0.9 0.5
C 1.077133 0.308187 -1.587199 2.5 -0.2 -1.4
N 1.633211 1.701248 0.464551 1.0 2.0 -1.6
H 2.912659 -1.543986 -1.000993 -0.1 0.5 2.1
H 3.173531 -2.192214 0.718960 -0.3 -0.2 -0.5
H 3.682355 -0.713780 0.386366 3.4 2.9 0.3
H 1.881852 -0.371969 1.700381 -0.4 -0.2 2.0
H 0.987429 -2.886215 0.371168 0.4 0.7 0.0
H -1.216504 -2.525240 -0.242834 -0.4 -1.6 -0.4
H -3.219071 0.167081 0.467358 -0.4 -0.4 1.0
H -3.235660 -1.567202 0.277604 0.6 -0.1 0.8
H -2.368564 -0.770885 1.830069 -1.0 -0.5 -1.2
H -2.528476 -1.141533 -1.721546 -1.8 -2.2 0.5
H -2.396954 0.420846 -1.583547 0.1 1.0 -0.8
H -1.147693 -0.720448 -2.242011 2.2 0.5 -0.7
H -1.495211 0.909586 2.263447 1.4 0.5 0.1
H 0.069696 1.890593 1.991713 -0.4 0.2 0.7
H 0.131991 0.231448 2.365250 1.9 -2.7 1.9
H -1.791634 2.450689 0.197142 -2.5 0.7 1.9
H -1.452573 1.885811 -1.305946 -0.5 -0.8 -1.7
H -0.425222 2.845658 -0.451533 0.4 -1.1 0.3
H 2.083298 0.685285 -1.918544 -0.9 0.0 0.0
H 0.306757 0.882031 -2.151647 0.7 -0.5 0.6
H 1.173428 -0.767505 -1.962824 -0.8 1.4 0.8
H 1.824560 2.475385 -0.205058 -0.4 -1.0 0.5
H 2.496774 1.489031 0.874875 1.6 -0.1 0.8
```
Forces are in eV/Å.

Calculated values
Energy (a.u.): -542.061596
Total charge: +1
Largest force on an atom (eV Å⁻¹): 5.672
HOMO-LUMO gap (eV): 10.809